a) {
  "formula": "C7H25NO4",
  "method": "ωB97M-V/def2-TZVPD",
  "molar_mass_g_mol": 187.28,
  "charge": 0,
  "homo_lumo_gap_ev": 9.1,
  "elements": ["C", "C", "C", "C", "C", "N", "C", "C", "H", "H", "H", "H", "H", "H", "H", "H", "H", "H", "H", "H", "H", "H", "H", "H", "H", "O", "H", "H", "O", "H", "H", "O", "H", "H", "O", "H", "H"],
  "xyz": [[0.977, 1.992, -1.904], [0.826, 0.500, -2.052], [2.030, -0.380, -1.620], [2.364, -0.586, -0.169], [1.245, -0.342, 0.805], [0.182, -1.471, 0.882], [0.429, -2.784, 0.064], [-0.291, -1.655, 2.217], [1.744, 2.119, -1.100], [1.192, 2.561, -2.783], [0.124, 2.538, -1.399], [-0.261, 0.083, -1.636], [0.433, 0.490, -3.127], [1.769, -1.398, -1.998], [2.766, 0.047, -2.244], [3.036, -1.656, 0.154], [3.052, 0.217, 0.225], [0.691, 0.705, 0.420], [1.551, -0.134, 1.818], [0.653, -2.487, -0.939], [-0.481, -3.484, 0.213], [1.296, -3.192, 0.554], [0.319, -2.302, 2.954], [-1.302, -2.184, 2.226], [-0.532, -0.764, 2.731], [-0.457, 2.801, 2.785], [0.266, 3.016, 2.020], [-1.269, 2.552, 2.201], [-2.573, 1.200, 1.597], [-2.639, 0.449, 1.194], [-2.630, 2.062, 0.996], [-2.981, 1.864, -1.112], [-3.122, 1.043, -1.450], [-1.966, 2.171, -1.390], [-2.169, -1.048, -0.718], [-2.881, -1.600, -0.342], [-1.391, -0.942, -0.075]],
  "mulliken_charge": [-1.1097, 0.6483, -0.9321, -0.6281, -0.2174, 0.2562, -0.9142, -1.2420, 0.3155, 0.3664, 0.1707, -0.5315, 0.4174, 0.2241, 0.5219, 0.2043, 0.3400, -0.1837, 0.6122, 0.1175, 0.2867, 0.4162, 0.2766, 0.3159, 0.4546, -0.6512, 0.3104, 0.2960, -0.6372, 0.2626, 0.4239, -0.6746, 0.2638, 0.3663, -0.6653, 0.2899, 0.2297]
}

b) {
  "formula": "C7H25NO4",
  "method": "ωB97M-V/def2-TZVPD",
  "molar_mass_g_mol": 187.28,
  "charge": 0,
  "homo_lumo_gap_ev": 9.5,
  "elements": ["C", "C", "N", "C", "C", "C", "C", "C", "H", "H", "H", "H", "H", "H", "H", "H", "H", "H", "H", "H", "H", "H", "H", "H", "H", "O", "H", "H", "O", "H", "H", "O", "H", "H", "O", "H", "H"],
  "xyz": [[0.154, 3.268, -0.540], [-0.661, 2.235, 0.253], [0.074, 0.973, 0.430], [-0.409, 0.277, 1.653], [-1.862, -0.182, 1.558], [0.606, -0.882, 1.885], [0.498, -1.370, 3.319], [0.672, -1.975, 0.840], [-0.315, 4.231, -0.369], [1.198, 3.408, -0.263], [0.080, 3.010, -1.600], [-0.750, 2.672, 1.244], [-1.626, 2.116, -0.232], [0.068, 0.336, -0.356], [-0.269, 1.017, 2.436], [-2.465, 0.725, 1.479], [-2.022, -0.737, 0.629], [-2.134, -0.845, 2.376], [1.516, -0.281, 1.785], [-0.472, -1.685, 3.700], [1.292, -2.084, 3.561], [0.828, -0.591, 4.023], [0.268, -2.896, 1.263], [0.170, -1.819, -0.116], [1.695, -2.200, 0.528], [-0.965, 0.481, -4.236], [-1.180, 0.788, -3.346], [-0.041, 0.742, -4.319], [1.053, -1.539, -3.941], [0.819, -0.670, -3.618], [1.980, -1.704, -3.755], [-1.966, -2.452, -1.370], [-1.553, -2.329, -2.235], [-1.317, -2.960, -0.865], [2.565, 0.833, -0.947], [1.922, 1.549, -0.828], [2.553, 0.537, -0.025]],
  "mulliken_charge": [-1.5335, -0.4533, 0.0619, -0.5336, -1.3664, 0.9897, -1.6265, -1.1408, 0.4172, 0.4190, 0.2896, 0.4582, 0.3134, 0.2103, 0.6418, 0.3912, 0.3052, 0.3906, 0.0280, 0.2958, 0.4350, 0.4418, 0.4974, -0.1314, 0.2975, -0.6396, 0.3228, 0.3168, -0.5874, 0.2708, 0.3112, -0.6558, 0.3307, 0.3190, -0.7075, 0.3064, 0.3146]
}

Short version: a) is the least stable of them.

a) {
  "formula": "CH5N2PS",
  "method": "ωB97M-V/def2-TZVPD",
  "molar_mass_g_mol": 108.11,
  "charge": 0,
  "homo_lumo_gap_ev": 8.2,
  "elements": ["C", "N", "N", "S", "P", "H", "H", "H", "H", "H"],
  "xyz": [[-2.134, -0.174, -0.110], [-1.123, 0.902, -0.125], [0.005, 0.428, -0.234], [1.335, 1.351, 0.048], [2.694, -0.671, -0.205], [-2.392, -0.181, -1.180], [-2.960, 0.073, 0.658], [-1.746, -1.160, 0.224], [3.873, 0.290, -0.178], [2.448, -0.857, 1.103]],
  "mulliken_charge": [-0.5529, -0.4910, 0.2065, -0.0765, -0.0124, 0.2450, 0.2306, 0.2738, 0.0785, 0.0982]
}

b) {
  "formula": "CH5N2PS",
  "method": "ωB97M-V/def2-TZVPD",
  "molar_mass_g_mol": 108.11,
  "charge": 0,
  "homo_lumo_gap_ev": 8.9,
  "elements": ["N", "C", "S", "N", "P", "H", "H", "H", "H", "H"],
  "xyz": [[0.926, -0.061, 1.114], [-0.196, 0.776, 0.689], [-0.785, 1.924, 1.720], [-0.526, 0.501, -0.586], [0.321, -0.618, -1.673], [0.991, -1.062, 0.853], [0.959, -0.098, 2.104], [-0.887, 1.356, -1.199], [-0.909, -1.010, -2.326], [0.105, -1.708, -0.696]],
  "mulliken_charge": [-0.5418, 0.3366, -0.3517, -0.2885, -0.0584, 0.1986, 0.2698, 0.3252, 0.0850, 0.0253]
}

Short version: a) is the least stable of them.

a) {
  "formula": "C2H8N3O",
  "method": "ωB97M-V/def2-TZVPD",
  "molar_mass_g_mol": 90.11,
  "charge": -1,
  "homo_lumo_gap_ev": 5.6,
  "elements": ["C", "C", "N", "N", "N", "O", "H", "H", "H", "H", "H", "H", "H", "H"],
  "xyz": [[-1.385, -1.862, -1.214], [-0.576, -0.684, -0.691], [2.095, 2.195, 0.431], [1.672, 1.273, 1.292], [0.633, 1.155, 2.060], [-0.230, 2.131, 2.014], [-1.667, -1.702, -2.256], [-0.809, -2.786, -1.155], [-2.297, -1.988, -0.633], [-1.129, 0.245, -0.805], [-0.353, -0.796, 0.369], [0.365, -0.589, -1.231], [1.377, 2.930, 0.450], [2.305, 0.477, 1.370]],
  "mulliken_charge": [-0.9230, -0.7912, -0.8461, 0.3093, -0.2090, -0.6336, 0.2792, 0.2840, 0.2842, 0.2813, 0.2627, 0.2890, 0.1827, 0.2306]
}

b) {
  "formula": "C2H8N3O",
  "method": "ωB97M-V/def2-TZVPD",
  "molar_mass_g_mol": 90.11,
  "charge": -1,
  "homo_lumo_gap_ev": 8.1,
  "elements": ["N", "C", "N", "H", "H", "H", "H", "N", "C", "O", "H", "H", "H", "H"],
  "xyz": [[-0.860, 0.529, -1.537], [-0.167, -0.538, -1.965], [0.718, -0.539, -2.901], [-0.884, 0.709, -0.400], [-0.588, 1.356, -2.071], [-0.448, -1.471, -1.463], [1.040, -1.490, -3.044], [0.600, -0.622, 1.790], [-0.263, 0.576, 2.048], [-0.865, 1.001, 0.931], [0.952, -0.519, 0.843], [1.388, -0.644, 2.427], [-0.991, 0.272, 2.832], [0.368, 1.379, 2.510]],
  "mulliken_charge": [-0.5862, 0.0379, -0.8314, 0.3665, 0.2391, 0.4015, 0.1964, -0.6240, -0.1501, -0.7834, 0.1540, 0.2087, 0.1794, 0.1917]
}

Short version: a) is the least stable of them.

a) {
  "formula": "C7H6O3",
  "method": "ωB97M-V/def2-TZVPD",
  "molar_mass_g_mol": 138.12,
  "charge": 0,
  "homo_lumo_gap_ev": 8.4,
  "elements": ["O", "C", "C", "C", "C", "C", "O", "C", "C", "O", "H", "H", "H", "H", "H", "H"],
  "xyz": [[-3.067, -0.191, 0.249], [-2.346, 0.817, 0.316], [-0.907, 0.585, 0.048], [0.009, 1.640, -0.299], [1.358, 1.428, -0.282], [1.888, 0.143, 0.036], [3.249, -0.284, 0.446], [0.986, -1.006, -0.096], [-0.320, -0.808, -0.267], [-0.927, -1.862, -0.209], [-2.814, 1.745, 0.317], [-0.258, 2.715, -0.275], [2.084, 2.152, -0.309], [3.204, -1.168, 0.371], [1.443, -2.073, -0.415], [-1.713, -1.466, -0.306]],
  "mulliken_charge": [-0.6168, 0.0085, 0.0280, -0.4070, -0.6766, 0.6456, -0.4630, 0.0267, -0.1964, -0.4019, 0.4563, 0.3008, 0.4691, 0.2535, 0.1555, 0.4177]
}

b) {
  "formula": "C7H6O3",
  "method": "ωB97M-V/def2-TZVPD",
  "molar_mass_g_mol": 138.12,
  "charge": 0,
  "homo_lumo_gap_ev": 8.3,
  "elements": ["O", "C", "C", "C", "C", "O", "C", "C", "C", "O", "H", "H", "H", "H", "H", "H"],
  "xyz": [[-0.714, 1.153, -2.965], [-1.085, 1.182, -1.810], [-0.437, 0.487, -0.707], [-0.911, 0.536, 0.597], [-0.310, -0.132, 1.638], [-0.827, -0.034, 2.878], [0.796, -0.952, 1.345], [1.298, -1.031, 0.074], [0.717, -0.264, -0.956], [1.332, -0.359, -2.154], [-1.973, 1.806, -1.528], [-1.817, 1.124, 0.841], [-0.263, -0.432, 3.544], [1.259, -1.545, 2.161], [2.154, -1.635, -0.119], [0.783, 0.095, -2.840]],
  "mulliken_charge": [-0.6032, 0.0773, 0.4310, -0.4368, 0.4481, -0.5387, -0.3231, -0.8219, 0.4240, -0.6140, 0.2927, 0.3263, 0.2916, 0.2268, 0.4336, 0.3860]
}

Short version: a) is the least stable of them.